Formula: C5H11O2
Source: the OMol25 dataset
Level of theory: ωB97M-V/def2-TZVPD

The value obtained for the HOMO energy is -3.02 eV. Its net charge is -1. The calculation puts the energy above the lowest of the compared OMol25 structures with the same formula, charge and spin at 52.1 kcal/mol. For the max |F|, the calculation gives 1.36 eV/Å. Its LUMO energy is 4.135 eV. For the calculated total energy, the calculation gives -9457.7708 eV. The calculation puts the orbital gap at 7.15 eV.

```
18
Properties=species:S:1:pos:R:3:forces:R:3:lowdin_charge:R:1
H 1.937363 -1.843548 -0.048053 -0.4 0.2 0.4 -0.03
H 1.133158 1.615967 0.966277 -0.1 0.2 0.0 0.09
H -2.332676 1.481699 -0.570271 0.1 0.1 -0.2 0.09
C 1.157810 1.163197 -0.058509 0.3 -0.2 -0.2 -0.51
C -1.424213 1.327664 0.020858 0.1 -0.1 0.5 -0.23
O 2.348735 -2.742264 -0.058700 0.4 0.4 -0.5 -0.14
H 1.971962 1.725417 -0.588777 0.0 0.0 0.1 0.08
H -0.222509 1.156183 -1.762361 0.2 -0.3 0.3 0.10
H 3.066360 -2.520920 -0.668329 0.0 -0.4 0.1 0.01
C -2.574893 -0.818389 0.480829 -1.3 0.2 0.1 -0.04
C -1.503885 -0.048146 0.609535 -0.1 -1.0 -0.5 -0.19
H -2.757427 -1.762914 0.979946 0.6 -0.2 -0.1 0.03
H -0.617141 -0.538186 0.996617 0.3 0.6 0.4 0.09
H -3.465020 -0.482475 -0.063777 0.2 0.2 0.1 0.04
C -0.135013 1.608995 -0.761437 -0.6 0.1 -0.4 -0.23
H -0.086380 2.675421 -0.987882 0.0 0.4 0.2 0.08
H -1.516859 2.030819 0.865638 0.2 0.0 -0.1 0.10
O 1.358209 -0.168235 -0.026206 0.0 -0.3 -0.1 -0.33
```
Forces are in eV/Å.


Formula: C5H11O2
Source: the OMol25 dataset
Level of theory: ωB97M-V/def2-TZVPD

The value obtained for the HOMO energy is -3.72 eV. Its net charge is -1. The calculation puts the energy above the lowest of the compared OMol25 structures with the same formula, charge and spin at 51.3 kcal/mol. For the max |F|, the calculation gives 6.30 eV/Å. Its LUMO energy is 4.054 eV. For the calculated total energy, the calculation gives -9457.8030 eV. The calculation puts the orbital gap at 7.78 eV.

```
18
Properties=species:S:1:pos:R:3:forces:R:3:lowdin_charge:R:1
H -0.502217 -1.626462 2.127663 -0.3 -1.6 0.8 0.06
C 0.462368 -0.126182 -2.283905 5.4 -3.1 -0.7 -0.14
O -2.611233 0.071344 0.528056 -2.9 2.3 1.0 -0.02
H -0.129215 1.298914 1.918566 0.4 0.6 0.1 0.05
H 0.701438 -1.234998 -2.085653 -0.9 1.5 0.0 0.09
C -0.535303 0.483620 2.494783 -3.5 2.6 1.4 -0.18
H 2.537909 0.412250 -2.117987 2.2 -0.3 -1.4 0.01
C -1.614504 -0.586003 0.488624 2.9 -2.2 0.6 -0.80
H -0.379157 0.147013 -1.835656 -3.6 0.7 1.6 -0.02
H 1.842576 0.273583 -0.597866 -0.6 1.0 -0.3 0.07
O -1.174905 -1.251290 -0.450154 -0.3 -1.6 -1.9 -0.12
H 1.393469 1.632970 -1.811529 0.0 3.0 0.5 0.02
H -0.175470 0.522456 3.536959 0.3 -0.4 -0.5 0.04
C -0.518857 -0.704147 1.643204 1.5 1.3 -3.2 -0.22
H 0.379103 -0.715694 0.846302 -1.4 0.0 2.4 0.12
H 0.378926 -0.131081 -3.366185 0.3 0.8 -0.3 0.05
H -1.732005 0.863803 2.585741 2.9 -1.1 -0.2 0.13
C 1.677077 0.669902 -1.620964 -2.4 -3.4 0.0 -0.12
```
Forces are in eV/Å.


Formula: C5H11O2
Source: the OMol25 dataset
Level of theory: ωB97M-V/def2-TZVPD

The value obtained for the HOMO energy is -3.95 eV. Its net charge is -1. The calculation puts the energy above the lowest of the compared OMol25 structures with the same formula, charge and spin at 22.8 kcal/mol. For the max |F|, the calculation gives 3.09 eV/Å. Its LUMO energy is 4.014 eV. For the calculated total energy, the calculation gives -9459.0420 eV. The calculation puts the orbital gap at 7.96 eV.

```
18
Properties=species:S:1:pos:R:3:forces:R:3:lowdin_charge:R:1
C -2.551036 -2.061218 0.438481 -0.2 -1.7 0.6 -0.17
H 2.692730 2.616912 -0.390229 1.0 -0.1 0.3 0.03
H -3.048170 0.730538 0.074538 -0.2 -0.1 0.1 0.05
H -2.181908 -0.855528 2.124622 1.0 0.7 -2.1 0.12
O 0.590823 0.136710 -0.352184 -0.1 -0.8 -0.1 -0.10
H 0.941776 2.373348 -0.459650 1.4 0.0 -1.1 0.07
H -0.677661 -0.863527 1.011389 -0.5 -1.1 0.0 0.07
H -1.370611 1.244032 0.384795 -0.2 -0.4 0.0 0.06
C 1.960479 1.977022 -0.833531 -3.0 0.2 0.5 -0.05
O 2.813270 -0.097849 -0.024357 0.5 -0.8 0.2 -0.08
C -2.008064 0.398244 0.100402 -0.9 0.0 2.4 -0.15
H 2.022983 2.014984 -1.925755 -0.1 0.1 0.1 0.05
C 1.779786 0.491827 -0.355681 1.0 1.4 -0.1 -0.79
H -3.630022 -2.110375 0.808486 1.3 0.2 -0.3 0.07
H -1.719728 0.090855 -0.855932 0.5 -0.2 -1.5 0.03
H -2.634929 -2.163431 -0.648709 0.4 0.4 0.0 0.05
H -2.030561 -2.999510 0.788356 -0.7 0.6 -0.3 0.07
C -1.780606 -0.870738 1.000398 -1.1 1.4 1.3 -0.32
```
Forces are in eV/Å.


Formula: C5H11O2
Source: the OMol25 dataset
Level of theory: ωB97M-V/def2-TZVPD

The value obtained for the HOMO energy is -3.65 eV. Its net charge is -1. The calculation puts the energy above the lowest of the compared OMol25 structures with the same formula, charge and spin at 15.6 kcal/mol. For the max |F|, the calculation gives 2.10 eV/Å. Its LUMO energy is 3.529 eV. For the calculated total energy, the calculation gives -9459.3522 eV. The calculation puts the orbital gap at 7.18 eV.

```
18
Properties=species:S:1:pos:R:3:forces:R:3:lowdin_charge:R:1
H 0.502847 -2.887543 -2.241156 0.0 -0.2 0.1 0.06
H 1.203538 2.281067 2.323239 0.2 0.0 0.2 0.07
H 1.428916 0.221937 0.279607 0.8 0.1 0.3 0.04
H -0.390146 -1.449837 -2.501864 -0.2 0.1 0.2 0.06
H 2.142952 1.955842 0.302196 0.4 -0.5 -0.4 0.06
O -1.667311 2.063574 0.867959 -0.5 0.4 0.0 -0.10
H -1.754186 -2.103906 -0.272304 -0.1 -0.8 -0.2 0.07
C -0.463066 -2.427485 -2.017522 0.5 0.0 -0.8 -0.18
H -0.250062 -3.004978 0.141709 -0.1 -0.7 -0.1 0.05
H -0.338247 -1.327565 -0.189009 0.5 -0.1 -0.2 0.05
H -1.209910 -2.971093 -2.600750 -0.1 -0.2 0.3 0.05
C 0.532767 1.714025 1.685354 -0.3 0.5 -0.4 -0.20
C -0.709430 -2.301466 -0.533419 -0.5 2.0 0.6 -0.17
C 1.283758 1.298698 0.382581 -1.5 0.2 0.6 -0.12
C -0.660701 2.682443 1.269874 1.3 -1.2 0.0 -0.78
H 0.584943 1.494762 -0.426629 0.1 0.3 -0.3 0.06
O -0.367134 3.890951 1.287698 -0.5 0.4 0.0 -0.09
H 0.130474 0.870572 2.242437 0.0 -0.2 -0.1 0.08
```
Forces are in eV/Å.


Formula: C5H11O2
Source: the OMol25 dataset
Level of theory: ωB97M-V/def2-TZVPD

The value obtained for the HOMO energy is -3.67 eV. Its net charge is -1. The calculation puts the energy above the lowest of the compared OMol25 structures with the same formula, charge and spin at 36.1 kcal/mol. For the max |F|, the calculation gives 5.13 eV/Å. Its LUMO energy is 3.849 eV. For the calculated total energy, the calculation gives -9458.4658 eV. The calculation puts the orbital gap at 7.51 eV.

```
18
Properties=species:S:1:pos:R:3:forces:R:3:lowdin_charge:R:1
H -0.885785 -1.097974 2.782222 0.1 -0.7 0.5 0.08
O 1.778587 0.685796 -0.359786 0.1 -0.2 1.8 -0.07
H -2.539820 -1.942370 1.231748 -1.3 -0.8 0.2 0.05
C -0.835498 -0.967029 1.719911 2.7 1.4 -3.1 -0.30
H -1.535854 1.066392 0.572574 0.4 -1.7 0.6 0.09
C -1.235236 0.533942 1.537558 -1.9 0.7 -0.2 -0.14
O 1.210366 2.593014 -1.480608 0.0 0.5 1.1 -0.11
H 0.253894 -0.962721 1.338359 -1.3 -0.1 1.1 0.11
H -1.158494 -2.971805 0.992648 1.1 -2.8 0.4 0.02
H 2.734448 1.673981 -2.938386 4.1 2.7 -1.4 -0.01
H -2.095006 0.753661 2.225308 0.6 -0.1 -0.4 0.05
C 1.702113 1.457191 -1.311008 -1.0 -0.8 -2.6 -0.80
H -1.617994 -1.751246 -0.163314 0.5 0.1 -0.5 0.07
C -1.542457 -2.040336 0.869352 -1.4 4.0 0.9 -0.11
H 2.516746 -0.131503 -2.693885 1.0 -0.8 0.0 0.04
H -0.422725 1.174054 1.821086 0.6 0.1 0.5 0.04
H 1.469835 1.049921 -3.453726 -1.3 -0.5 -0.2 0.04
C 2.202880 0.877031 -2.690051 -3.1 -1.0 1.5 -0.05
```
Forces are in eV/Å.


Formula: C5H11O2
Source: the OMol25 dataset
Level of theory: ωB97M-V/def2-TZVPD

The value obtained for the HOMO energy is -2.50 eV. Its net charge is -1. As for the SMILES: [O-]CCCCCO. The calculation puts the energy above the lowest of the compared OMol25 structures with the same formula, charge and spin at 53.0 kcal/mol. For the max |F|, the calculation gives 1.76 eV/Å. Its LUMO energy is 4.164 eV. For the calculated total energy, the calculation gives -9457.7304 eV. The calculation puts the orbital gap at 6.67 eV.

```
18
Properties=species:S:1:pos:R:3:forces:R:3:lowdin_charge:R:1
C 0.198971 -0.274500 1.656503 -0.7 -0.1 1.6 -0.28
H 1.312161 1.533804 1.306245 -0.2 0.0 0.1 0.10
O -1.552554 -1.285879 -0.562225 -0.4 0.1 0.3 -0.31
H 0.790294 -0.553107 2.541292 0.5 0.2 -0.2 0.10
H -1.698620 -0.279189 2.080711 0.2 0.4 -0.3 0.08
H -0.554699 0.606844 -2.466460 -0.1 0.3 0.1 0.09
H 1.093770 0.210225 -1.939639 0.1 -0.2 -0.3 0.08
C 0.044408 0.239700 -1.630420 0.0 -0.2 0.6 -0.22
H 1.754809 0.160058 0.317659 0.3 0.0 -0.1 0.10
H 0.500195 -1.679860 -0.832783 -0.2 0.2 0.6 0.07
C 0.901492 0.691754 0.736717 0.0 -0.3 -0.3 -0.20
H -1.046284 1.157239 -0.042273 0.0 0.0 0.1 0.09
O -0.982756 0.358249 2.217566 0.0 -0.4 0.1 -0.11
H -0.401216 -1.793792 -2.221442 -0.4 0.3 -0.2 0.07
C -0.015658 1.151414 -0.396663 -0.4 -0.2 -0.5 -0.23
H -0.126248 -1.213451 1.219268 0.1 0.2 -0.7 0.08
H 0.219905 2.156192 -0.718691 0.2 0.5 0.1 0.08
C -0.437978 -1.185708 -1.265358 1.2 -1.0 -0.8 -0.59
```
Forces are in eV/Å.


Formula: C5H11O2
Source: the OMol25 dataset
Level of theory: ωB97M-V/def2-TZVPD

The value obtained for the HOMO energy is -3.92 eV. Its net charge is -1. The calculation puts the energy above the lowest of the compared OMol25 structures with the same formula, charge and spin at 9.3 kcal/mol. For the max |F|, the calculation gives 2.02 eV/Å. Its LUMO energy is 4.057 eV. For the calculated total energy, the calculation gives -9459.6263 eV. The calculation puts the orbital gap at 7.98 eV.

```
18
Properties=species:S:1:pos:R:3:forces:R:3:lowdin_charge:R:1
H -0.228474 3.725590 -0.039553 0.2 0.2 -0.1 0.05
C -0.108960 -1.601648 -0.251565 -0.7 0.5 0.7 -0.28
H 1.877281 -0.913810 0.022103 0.0 -0.1 0.1 0.06
C 0.414945 2.851444 -0.103850 0.7 -0.5 -0.3 -0.06
H 1.707498 -2.493744 0.691052 -0.3 -0.2 0.6 0.05
H -1.970098 -2.511880 0.542794 0.0 0.0 0.4 0.05
C 1.181109 -1.547843 0.591561 0.2 1.0 -1.7 -0.13
O -1.368032 1.624861 -1.015235 0.4 0.0 -0.2 -0.13
H 0.991567 -0.984208 1.496287 0.1 -0.4 0.5 0.05
H 1.461337 3.061243 -0.349529 -0.2 0.4 0.1 0.05
H -0.054156 -2.409680 -0.981702 -0.3 -0.3 0.2 0.09
H -0.225129 -0.705930 -0.861583 0.6 0.1 0.0 0.06
H -1.139396 -1.360678 1.662316 -0.2 -0.1 0.3 0.05
O 0.641001 1.382296 -2.011373 0.2 0.2 0.1 -0.10
H 0.403453 2.366555 0.874454 -0.1 -0.1 0.0 0.05
C -0.134273 1.869372 -1.162963 -1.2 -0.3 0.3 -0.80
C -1.411978 -1.578310 0.638032 0.7 -0.4 -1.4 -0.11
H -2.037696 -0.773630 0.258756 -0.1 0.1 0.1 0.05
```
Forces are in eV/Å.


Formula: C5H11O2
Source: the OMol25 dataset
Level of theory: ωB97M-V/def2-TZVPD

The value obtained for the HOMO energy (alpha / beta) is -11.05 / -10.41 eV. Its multiplicity is 2. The calculation puts the energy above the lowest of the compared OMol25 structures with the same formula, charge and spin at 40.1 kcal/mol. For the max |F|, the calculation gives 4.36 eV/Å. Its LUMO energy (alpha / beta) is 0.833 / -3.215 eV. For the calculated total energy, the calculation gives -9454.7096 eV. The calculation puts the orbital gap (alpha / beta) at 11.89 / 7.20 eV.

```
18
Properties=species:S:1:pos:R:3:forces:R:3:mulliken_spin:R:1
O -2.307804 1.804069 -1.735986 -3.1 2.0 -0.3 0.37
C 0.104131 -0.637715 2.529713 -1.9 0.7 -0.1 0.00
H 0.379904 0.536500 0.711519 0.9 -1.2 1.9 0.00
H 1.683388 -0.639581 0.714082 -1.3 -0.4 1.9 0.00
H 0.556221 -0.960452 -2.537947 -1.0 0.3 1.4 0.00
C 0.304046 -0.640271 -1.467759 -0.4 0.1 -1.5 0.00
C -0.243198 0.791672 -1.397846 0.3 0.3 0.3 -0.01
H 1.224351 -0.641692 -0.993033 1.8 -0.1 0.7 0.00
H 0.727545 -1.180617 3.203814 0.0 -0.6 0.8 0.00
C 0.959355 -0.125082 1.444279 1.2 1.9 -3.3 0.00
H -0.206708 1.346145 -0.340025 -0.4 -1.3 -2.7 0.01
H 0.423670 1.398581 -2.055537 -0.9 -0.1 0.3 0.00
H -0.296029 -1.351560 -0.906900 -0.2 -0.2 -0.4 0.00
H -0.775802 -1.233754 2.163969 0.7 0.5 0.7 0.00
C -1.679391 0.802542 -1.889773 4.2 -0.5 1.0 -0.05
H 1.567567 0.560438 1.989545 1.0 0.8 -0.1 0.00
H -0.210871 0.373457 3.000107 -0.1 -2.1 -0.2 0.00
O -2.210367 -0.202680 -2.432230 -1.0 -0.3 -0.4 0.67
```
Forces are in eV/Å.